# 1
{"formula": "C3H3NO3", "method": "wB97M-V/def2-TZVPD", "e_above_lowest_ev": 1.835, "e_tot_ev": -10790.865, "e_lumo_ha": -0.0139, "e_homo_ev": -10.547, "gap_ev": 10.17, "symbols": ["N", "C", "O", "C", "O", "C", "O", "H", "H", "H"], "xyz": [[-0.0576, -1.9758, -0.3322], [0.0854, -0.7418, -0.1421], [-0.7379, -0.0923, 0.7871], [-0.9016, 1.2501, 0.8695], [-0.3210, 2.0841, 0.2375], [1.2031, -0.0221, -0.8960], [1.6993, -0.5698, -1.8451], [-0.8285, -2.3488, 0.2257], [-1.6695, 1.4515, 1.6301], [1.5283, 0.9650, -0.5346]]}



# 2
{"formula": "C5H8O", "method": "wB97M-V/def2-TZVPD", "e_above_lowest_ev": 1.259, "e_tot_ev": -7360.996, "e_lumo_ha": 0.0383, "e_homo_ev": -9.302, "gap_ev": 10.34, "symbols": ["C", "C", "C", "C", "C", "O", "H", "H", "H", "H", "H", "H", "H", "H"], "xyz": [[-0.9630, -1.0081, -0.3318], [-1.2774, 0.4662, -0.0062], [-0.0571, 1.3029, 0.2616], [1.1736, 0.8005, 0.2770], [1.4474, -0.6534, 0.0409], [0.3134, -1.4897, 0.0634], [-1.6576, -1.6544, 0.2152], [-1.1305, -1.1985, -1.4029], [-1.8296, 0.9096, -0.8470], [-1.9526, 0.5424, 0.8568], [-0.2370, 2.3592, 0.4537], [2.0496, 1.4191, 0.4688], [2.0951, -1.0296, 0.8445], [2.0258, -0.7662, -0.8940]]}



# 3
{"formula": "C23H21N4O4S2Sc", "method": "wB97M-V/def2-TZVPD", "e_tot_ev": -80717.553, "e_lumo_ha": -0.0324, "e_homo_ev": -6.111, "gap_ev": 5.23, "symbols": ["Sc", "C", "C", "C", "C", "N", "C", "C", "C", "C", "C", "C", "N", "H", "H", "H", "H", "H", "H", "H", "H", "O", "C", "C", "C", "C", "C", "C", "C", "O", "O", "H", "H", "H", "H", "H", "N", "C", "S", "C", "C", "C", "N", "C", "C", "H", "H", "H", "H", "H", "H", "S", "O", "H", "H"], "xyz": [[0.1013, -0.3590, 0.0512], [-3.8098, -2.5971, 0.4795], [-4.7355, -1.7956, -0.1527], [-4.3355, -0.5577, -0.6402], [-3.0211, -0.1697, -0.4773], [-2.1185, -0.9578, 0.1183], [-2.5006, -2.1467, 0.5902], [-2.5147, 1.1578, -0.9614], [-3.3416, 2.1389, -1.4799], [-2.7897, 3.3444, -1.8884], [-1.4293, 3.5455, -1.7576], [-0.6711, 2.5194, -1.2230], [-1.2032, 1.3570, -0.8438], [-4.0755, -3.5686, 0.8736], [-5.7607, -2.1219, -0.2742], [-5.0446, 0.0826, -1.1449], [-1.6965, -2.7333, 1.0261], [-4.4063, 1.9771, -1.5615], [-3.4231, 4.1205, -2.2985], [-0.9596, 4.4727, -2.0547], [0.3998, 2.6174, -1.0741], [4.8499, 1.7528, 2.9131], [3.8987, 0.8907, 3.3558], [4.0160, 0.3411, 4.6303], [3.0622, -0.5337, 5.1185], [1.9655, -0.8660, 4.3392], [1.8477, -0.3206, 3.0719], [2.7987, 0.5622, 2.5437], [2.6745, 1.1033, 1.1435], [3.5235, 1.7835, 0.6243], [1.5570, 0.7672, 0.5070], [5.5381, 1.8046, 3.5864], [4.8780, 0.6061, 5.2360], [3.1823, -0.9576, 6.1086], [1.2173, -1.5604, 4.6976], [0.9930, -0.6309, 2.4866], [1.0770, -3.5712, -6.3586], [1.1250, -2.2410, -6.2065], [1.5220, -1.2357, -7.4481], [0.7704, -1.7535, -4.8276], [0.1187, -2.5646, -3.9067], [-0.1689, -2.0822, -2.6418], [0.1399, -0.8399, -2.2712], [0.7494, -0.0553, -3.1607], [1.0816, -0.4625, -4.4372], [1.3448, -3.9442, -7.2541], [1.0036, -4.1982, -5.5782], [-0.1850, -3.5758, -4.1372], [-0.6071, -2.7133, -1.8814], [0.9983, 0.9460, -2.8296], [1.5925, 0.2030, -5.1195], [0.7821, -2.5944, 0.4691], [-0.8208, 1.0287, 2.0318], [-1.4592, 1.7430, 1.9388], [-0.0057, 1.4251, 2.3691]]}



# 4
{"formula": "C21H52IN2O6", "method": "wB97M-V/def2-TZVPD", "e_tot_ev": -45974.789, "e_lumo_ha": -0.0865, "total_charge": 1, "e_homo_ev": -11.127, "gap_ev": 8.77, "symbols": ["C", "C", "C", "N", "C", "C", "C", "C", "I", "N", "C", "C", "H", "H", "H", "H", "H", "H", "H", "H", "H", "H", "H", "H", "H", "H", "H", "H", "H", "H", "H", "H", "H", "H", "C", "O", "C", "C", "O", "C", "H", "H", "H", "H", "H", "H", "H", "H", "H", "H", "C", "O", "C", "C", "O", "C", "H", "H", "H", "H", "H", "H", "H", "H", "H", "H", "C", "O", "C", "C", "O", "C", "H", "H", "H", "H", "H", "H", "H", "H", "H", "H"], "xyz": [[-0.5981, -3.8466, 2.6893], [-0.7887, -2.9118, 1.4390], [0.6230, -2.4088, 1.0074], [0.8170, -0.9057, 1.1620], [0.5082, -0.5781, 2.5893], [2.2526, -0.6287, 0.7701], [3.2664, -0.5240, 1.9486], [4.6825, -0.3700, 1.3290], [6.0348, 0.2876, 2.8892], [-0.1562, -0.3056, 0.3048], [-0.2223, 1.1748, 0.4333], [-1.4953, 1.7288, 1.1541], [0.1160, -3.4282, 3.4185], [-0.1966, -4.8304, 2.3910], [-1.5494, -4.0086, 3.2162], [-1.1875, -3.5714, 0.6524], [-1.5158, -2.1141, 1.6224], [0.6987, -2.5809, -0.0917], [1.4500, -2.9783, 1.4569], [0.9126, -1.3484, 3.2583], [0.8802, 0.4153, 2.8793], [-0.5762, -0.5465, 2.7644], [2.3690, 0.2620, 0.1371], [2.5777, -1.4876, 0.1530], [3.0566, 0.4309, 2.4680], [3.1920, -1.3271, 2.6944], [4.9972, -1.3130, 0.8599], [4.6836, 0.4047, 0.5455], [0.1744, -0.4878, -0.6418], [-0.2486, 1.5715, -0.5986], [0.6592, 1.6385, 0.9115], [-1.4589, 2.8275, 1.0358], [-1.3985, 1.5337, 2.2322], [-2.4291, 1.3709, 0.7040], [-0.4148, -3.8893, -5.6875], [0.9975, -3.7470, -5.6586], [1.4107, -2.4608, -5.2236], [1.9178, -2.5050, -3.7946], [0.8546, -2.7533, -2.8745], [0.8502, -4.0911, -2.3977], [-0.6420, -4.9340, -5.8944], [-0.8657, -3.6149, -4.7300], [-0.8410, -3.2746, -6.4859], [0.6016, -1.7321, -5.3264], [2.2311, -2.1503, -5.8770], [2.3389, -1.5267, -3.5404], [2.7086, -3.2523, -3.6892], [1.7125, -4.2556, -1.7405], [0.8676, -4.8136, -3.2155], [-0.0634, -4.2391, -1.8201], [3.4308, 6.8527, 2.6218], [2.9123, 6.0883, 3.7003], [1.7812, 5.3169, 3.3310], [2.1491, 3.8542, 3.1651], [2.9730, 3.6524, 2.0219], [4.3401, 3.4494, 2.3647], [4.3679, 7.3005, 2.9489], [3.6266, 6.2292, 1.7458], [2.7345, 7.6540, 2.3568], [1.3196, 5.7065, 2.4193], [1.0540, 5.4065, 4.1440], [1.2298, 3.2775, 3.0029], [2.6337, 3.4738, 4.0690], [4.4621, 2.4795, 2.8584], [4.7160, 4.2453, 3.0122], [4.9211, 3.4451, 1.4422], [-4.0692, -0.8034, -1.7764], [-5.2377, -0.9733, -0.9993], [-5.5886, 0.2087, -0.2888], [-6.7598, 0.9202, -0.9388], [-6.3869, 1.4847, -2.1883], [-6.8678, 0.7333, -3.2926], [-3.9396, -1.6916, -2.3943], [-4.1448, 0.0687, -2.4309], [-3.1934, -0.7019, -1.1226], [-4.7294, 0.8808, -0.1997], [-5.8813, -0.1027, 0.7188], [-7.0689, 1.7485, -0.2939], [-7.6100, 0.2426, -1.0506], [-7.9560, 0.8220, -3.3647], [-6.5883, -0.3203, -3.2139], [-6.4248, 1.1469, -4.1976]]}



# 5
{"formula": "ClFS", "method": "wB97M-V/def2-TZVPD", "e_above_lowest_ev": 4.085, "e_tot_ev": -26069.817, "e_lumo_ha": [-0.1906, -0.1925], "e_homo_ev": [-9.387, -9.333], "gap_ev": [4.20, 4.09], "symbols": ["F", "S", "Cl"], "xyz": [[0.3735, -0.3210, 0.2987], [0.1543, 1.2138, -0.1310], [-2.0772, -1.6471, -1.0302]]}



# 6
{"formula": "C4H11N2", "method": "wB97M-V/def2-TZVPD", "e_above_lowest_ev": 1.836, "e_tot_ev": -7299.112, "e_lumo_ha": -0.1784, "total_charge": 1, "e_homo_ev": -12.791, "gap_ev": 7.94, "symbols": ["C", "N", "H", "H", "H", "H", "C", "C", "C", "N", "H", "H", "H", "H", "H", "H", "H"], "xyz": [[-2.3790, 0.4321, -1.7907], [-1.1150, 0.4906, -1.7219], [-2.9228, -0.4493, -1.4740], [-2.9198, 1.3203, -2.1016], [-0.6348, 1.2936, -2.1125], [-0.5173, -0.2489, -1.2020], [2.0697, 0.3622, 0.6593], [0.7178, -0.2361, 0.9536], [-0.0310, 0.0757, 2.0097], [0.2532, -1.1720, -0.0396], [2.1940, 0.6621, -0.3802], [2.8415, -0.3741, 0.9033], [2.2380, 1.1973, 1.3341], [-0.9520, -0.4643, 2.1905], [0.3922, 0.6571, 2.8159], [1.0817, -1.6396, -0.4069], [-0.3163, -1.9065, 0.3630]]}



# 7
{"formula": "C4H6O", "method": "wB97M-V/def2-TZVPD", "e_above_lowest_ev": 3.112, "e_tot_ev": -6288.806, "e_lumo_ha": 0.0281, "e_homo_ev": -9.765, "gap_ev": 10.53, "symbols": ["C", "C", "C", "C", "H", "H", "H", "H", "H", "H", "O"], "xyz": [[0.4841, 2.1095, -0.9677], [-0.0295, 0.7054, -0.6536], [-0.4415, -0.2828, -0.0949], [-0.7584, -1.6112, 0.5959], [1.4949, 2.2143, -0.2204], [0.8436, 2.0999, -2.0847], [-0.2233, 3.1133, -0.5817], [-0.8719, -2.6367, -0.0313], [-1.6934, -1.6636, 1.0821], [1.0375, -2.2051, 1.2577], [0.1579, -1.8430, 1.6984]]}